One molecule with the formula C22H28Cl2O4, computed with wB97M-V/def2-TZVPD.

Its multiplicity is 1. Its SMILES is CCCC[C@]1(C2CCCC2)Cc2cc(OCCCC(=O)O)c(Cl)c(Cl)c2C1=O. The highest occupied orbital energy is -8.91 eV. The maximum force comes out at 0.0132 Eh/bohr.

```
56
C22H28Cl2O4 (wB97M-V/def2-TZVPD)
C 4.52599 2.33008 0.60531
C 4.50076 2.04412 -0.89179
C 3.10954 1.68077 -1.41611
C 2.67040 0.28652 -0.97340
H 3.33299 -0.45633 -1.41910
H 2.77347 0.20110 0.11076
C 1.21688 -0.07465 -1.32611
C 0.96023 -1.51253 -0.85947
O 1.67592 -2.45810 -1.08321
C -0.28661 -1.50296 -0.08408
C -0.73508 -0.19448 0.09262
C -1.89603 0.08127 0.78538
C -2.63818 -0.97419 1.31494
C -2.18112 -2.29447 1.13907
C -1.01192 -2.57028 0.44406
Cl -0.48517 -4.18343 0.23405
Cl -3.11793 -3.57232 1.81250
O -3.80293 -0.85911 1.98488
C -4.28748 0.41467 2.36324
C -3.50699 1.00420 3.53864
C -3.58650 0.09269 4.76037
C -2.54521 0.44722 5.79063
O -1.56430 1.11265 5.59644
O -2.83111 -0.08799 6.98301
H -2.13831 0.12458 7.62841
H -4.57080 0.12038 5.22844
H -3.39721 -0.94116 4.45616
H -3.91092 1.98931 3.77426
H -2.45621 1.12524 3.26993
H -4.28908 1.10258 1.51032
H -5.32327 0.22761 2.65918
H -2.21762 1.10321 0.90285
C 0.20279 0.78319 -0.54028
H -0.32758 1.48990 -1.17956
H 0.70616 1.35829 0.24015
C 0.94767 0.02364 -2.84905
C -0.47483 -0.42900 -3.25587
C -0.27974 -1.69885 -4.08279
H -0.16968 -2.56146 -3.42428
H -1.11093 -1.88408 -4.76193
C 1.03625 -1.43407 -4.80306
H 1.47339 -2.33381 -5.23253
H 0.88358 -0.70587 -5.60246
C 1.90279 -0.84107 -3.69447
H 2.74002 -0.26406 -4.08529
H 2.29810 -1.65591 -3.08984
H -0.93662 0.33949 -3.87906
H -1.12741 -0.60024 -2.40183
H 1.07042 1.07632 -3.11882
H 3.13382 1.72158 -2.50595
H 2.39309 2.42883 -1.06976
H 4.85021 2.93344 -1.42175
H 5.19326 1.23112 -1.11909
H 4.25867 1.44768 1.18071
H 5.52205 2.64092 0.91176
H 3.82835 3.12779 0.85290
```